Formula: HO5P
Source: OMol25
Level of theory: ωB97M-V/def2-TZVPD

E_LUMO = 7.3 eV
energy relative to the best compared isomer or geometry (same formula, charge and spin) = 137.3 kJ/mol
highest occupied orbital energy = 1.75 eV
gap between HOMO and LUMO = 5.5085 eV

ORCA input file:
```
! wB97M-V def2-TZVPD RIJCOSX def2/J DEFGRID3
* xyz -2 1
O 1.5565 0.4047 1.4094
O 0.2091 -1.4576 2.5402
O -0.4620 0.9978 2.9990
O -0.4760 -1.3836 -0.8567
O -1.3563 -0.4239 -0.2343
P 0.3474 -0.0034 2.2285
H -0.0372 -1.3752 0.0041
*
```

=====

Formula: C28H48BrN3OsP2S
Source: OMol25
Level of theory: ωB97M-V/def2-TZVPD

E_LUMO (spin up / spin down) = -12.4 / -15.1 eV
highest occupied orbital energy (spin up / spin down) = -19.43 / -19.56 eV
⟨S²⟩ = 6.05
gap between HOMO and LUMO (spin up / spin down) = 7.0526 / 4.4942 eV

ORCA input file:
```
! wB97M-V def2-TZVPD RIJCOSX def2/J DEFGRID3
* xyz 4 5
N -4.8323 -0.6247 2.7895
C -3.8657 0.0637 3.3962
C -2.8460 0.6877 2.6760
C -2.8176 0.5241 1.2791
C -3.8862 -0.1321 0.6461
C -4.8667 -0.7141 1.4675
C -1.6757 1.1123 0.5064
Os -0.0405 0.0104 -0.0129
P 1.8018 0.6090 -1.2846
C -1.6263 0.9085 -0.9520
C -1.3202 2.0876 -1.8156
C -1.6668 2.0709 -3.1853
C -1.2141 3.0828 -4.0371
C -0.3762 4.0781 -3.5132
C -0.1780 4.2064 -2.1416
C -0.6610 3.2057 -1.2923
Br 0.5074 5.3073 -4.6852
H -1.3234 2.0529 0.9460
H -2.2868 0.1711 -1.4190
H -2.1095 1.3256 3.1768
H -3.9961 -0.1755 -0.4338
H -3.9014 0.1584 4.4862
H -5.6980 -1.2471 1.0105
H -2.3039 1.2688 -3.5650
H -0.5058 3.3060 -0.2230
H -1.4684 3.0834 -5.0895
H 0.3552 5.0588 -1.7317
P -0.4436 -2.1360 -0.5151
C 2.5018 2.1536 -0.5631
C 3.2921 3.0580 -1.5091
H 3.1232 1.8382 0.2894
H 1.6532 2.7107 -0.1388
H 3.6769 3.9112 -0.9351
H 4.1645 2.5546 -1.9445
H 2.6743 3.4715 -2.3172
C 1.4750 1.0009 -3.0669
C 2.6481 0.9440 -4.0428
H 1.0043 1.9932 -3.0760
H 0.6926 0.3017 -3.3977
H 2.2797 1.2036 -5.0447
H 3.4343 1.6689 -3.7981
H 3.0840 -0.0610 -4.1000
C 3.1598 -0.6307 -1.3033
C 4.5701 -0.0943 -1.5286
H 2.8961 -1.3822 -2.0649
H 3.1175 -1.1394 -0.3314
H 5.2708 -0.9391 -1.5013
H 4.6907 0.3891 -2.5059
H 4.8710 0.6079 -0.7413
C 0.5169 -3.4924 0.2960
C 2.0214 -3.5090 0.0849
H 0.0760 -4.4311 -0.0798
H 0.2921 -3.4459 1.3715
H 2.4248 -4.4497 0.4864
H 2.3050 -3.4496 -0.9732
H 2.5140 -2.6988 0.6359
C -0.2717 -2.5626 -2.3066
C -1.1769 -1.7983 -3.2672
H -0.4877 -3.6405 -2.3715
H 0.7888 -2.4284 -2.5677
H -0.8989 -2.0495 -4.2996
H -2.2354 -2.0591 -3.1363
H -1.0808 -0.7106 -3.1583
C -2.1328 -2.8116 -0.1842
C -2.4176 -3.0917 1.2912
H -2.2190 -3.7428 -0.7683
H -2.8680 -2.1109 -0.6047
H -3.4803 -3.3376 1.4148
H -1.8350 -3.9417 1.6727
H -2.2117 -2.2130 1.9216
C 0.8945 1.1579 5.4715
N 0.3932 1.0056 4.0908
C 0.2754 -0.1982 3.4562
S 1.1167 -0.4585 1.9468
N -0.3971 -1.1986 4.0285
C -1.0804 -1.1112 5.3160
H 0.9642 0.2043 6.0112
H 0.2299 1.8322 6.0272
H 1.8798 1.6424 5.4358
H 0.7411 1.7251 3.4566
H -0.3906 -2.0840 3.5184
H -2.0899 -1.5240 5.2386
H -0.5235 -1.6776 6.0733
H -1.1383 -0.0599 5.6182
*
```

=====

Formula: C22H45IrN2P3SSe
Source: OMol25
Level of theory: ωB97M-V/def2-TZVPD

E_LUMO (spin up / spin down) = -8.1 / -12.4 eV
energy relative to the best compared isomer or geometry (same formula, charge and spin) = 0.0 kJ/mol
highest occupied orbital energy (spin up / spin down) = -13.67 / -16.48 eV
⟨S²⟩ = 6.05
gap between HOMO and LUMO (spin up / spin down) = 5.5383 / 4.1074 eV

ORCA input file:
```
! wB97M-V def2-TZVPD RIJCOSX def2/J DEFGRID3
* xyz 3 5
Ir 0.7437 -1.2251 0.6611
P -0.7598 -1.3299 2.2310
P 1.2264 0.9489 1.1623
P 2.6503 -2.0783 1.2140
H -0.1407 -3.7934 -2.9691
C 0.4794 -3.9473 -2.0707
C -0.1017 -4.1929 -0.8866
H -1.1495 -3.9156 -0.7848
C -2.2939 -0.3422 2.0909
C -0.2014 -0.8349 3.9201
C -1.3501 -3.0485 2.2864
C 1.8159 1.7571 -0.3678
C 0.0454 2.1879 1.8628
C 2.6215 1.1669 2.3654
C 2.8076 -3.7771 0.5809
C 2.9776 -2.3786 3.0149
C 4.0148 -1.2423 0.2913
H 1.5282 -4.0222 -2.3551
H 0.3003 -4.8663 -0.1395
H -2.7770 -0.5159 1.1231
H -2.0827 0.7289 2.1710
H -2.9688 -0.6329 2.9080
H -0.2405 0.2590 4.0410
H 0.8198 -1.1795 4.1361
H -0.8899 -1.2860 4.6519
H -2.0528 -3.2064 1.4565
H -1.8604 -3.2310 3.2419
H -0.5070 -3.7424 2.1710
H 2.2472 2.7368 -0.1155
H 0.9632 1.8843 -1.0509
H 2.5828 1.1332 -0.8400
H 0.6063 3.0944 2.1303
H -0.4558 1.8226 2.7647
H -0.6992 2.4526 1.0988
H 2.7742 2.2447 2.5089
H 3.5450 0.7297 1.9740
H 2.3685 0.7212 3.3363
H 3.7238 -4.1650 1.0384
H 2.8674 -3.8342 -0.5117
H 1.9359 -4.3533 0.9037
H 3.7169 -3.1892 3.0824
H 2.0602 -2.7181 3.5203
H 3.3699 -1.4989 3.5432
H 4.7871 -1.9991 0.1042
H 4.4745 -0.3954 0.8123
H 3.6245 -0.9014 -0.6783
C -0.8934 -1.1048 -3.3828
C 0.5132 -1.2434 -3.2641
C 1.3622 -0.5285 -4.1084
C 0.8319 0.3462 -5.0686
C -0.5332 0.6612 -4.9925
C -1.3811 -0.0969 -4.2261
S -2.2552 -2.1198 -2.7585
H -1.6855 -3.1415 -3.2925
H 0.9790 -1.8671 -2.4841
H 2.4386 -0.6786 -4.0376
H 1.4162 0.7911 -5.8487
H -0.9193 1.4945 -5.5751
H -2.4723 0.0316 -4.2553
C -4.6112 2.3829 0.3286
N -3.6854 3.4139 -0.0864
C -3.8533 4.7663 0.0873
C -2.7533 5.3717 -0.4065
N -1.9262 4.3833 -0.8885
C -0.6501 4.5788 -1.5540
C -2.5004 3.1464 -0.7226
Se -1.8529 1.5164 -1.2510
H -5.6176 2.7958 0.3418
H -4.3704 2.0003 1.3182
H -4.5577 1.5553 -0.3710
H -4.7370 5.1907 0.5153
H -2.4564 6.4150 -0.4689
H -0.5554 5.6423 -1.7758
H 0.1874 4.2717 -0.9195
H -0.6087 4.0001 -2.4814
*
```

=====

Formula: C11H40O11Y2
Source: OMol25
Level of theory: ωB97M-V/def2-TZVPD

E_LUMO = -17.1 eV
energy relative to the best compared isomer or geometry (same formula, charge and spin) = 0.0 kJ/mol
highest occupied orbital energy = -18.94 eV
gap between HOMO and LUMO = 1.8069 eV

ORCA input file:
```
! wB97M-V def2-TZVPD RIJCOSX def2/J DEFGRID3
* xyz 4 1
Y -3.3298 12.1272 -3.1192
Y -5.4906 12.2461 -0.0471
O -4.5867 10.6810 -1.7092
C -4.5532 9.3643 -1.0653
C -5.4578 9.1727 0.1458
O -5.5403 10.2427 1.0623
H -3.5182 9.1743 -0.7505
H -4.6884 8.6120 -1.8501
H -5.1632 8.2262 0.6203
H -6.4824 8.9236 -0.1922
C -9.4356 8.9110 2.7174
O -8.1847 9.5540 2.7885
H -9.4462 8.0256 3.3524
H -10.2240 9.5506 3.1480
H -9.6694 8.6062 1.6939
H -8.1724 10.2767 2.1483
C -9.3335 8.7290 -1.3912
O -10.5557 9.3739 -1.5610
H -8.6218 9.3574 -0.8186
H -9.4786 7.8324 -0.7618
H -8.8886 8.3124 -2.2880
H -11.0964 9.2613 -0.7731
C -6.8878 5.0474 0.5138
O -7.8510 5.6168 1.4468
H -5.8873 5.2722 0.8737
H -7.0498 3.9716 0.4616
H -7.0685 5.4579 -0.4821
H -8.7273 5.2971 1.2045
C -6.9349 8.3462 -4.0964
O -6.7648 9.6808 -3.5615
H -7.7969 8.3224 -4.7463
H -6.0020 8.0636 -4.5964
H -7.0257 7.5996 -3.2958
H -6.0709 9.6980 -2.9037
C -1.5070 8.6066 2.0431
O -2.6327 9.4181 2.3392
H -1.8021 7.7637 1.3874
H -0.7620 9.1486 1.4554
H -1.1057 8.1863 2.9597
H -2.7775 10.0347 1.6077
C -0.9189 7.9085 -1.7456
O -1.3513 8.5590 -2.9473
H -0.3774 6.9892 -1.9652
H -0.2741 8.5773 -1.1716
H -1.7536 7.7139 -1.0496
H -2.0561 7.9800 -3.3130
C -3.2889 5.6744 2.7496
O -3.4933 6.6940 3.6916
H -2.2687 5.2540 2.7229
H -3.9584 4.8183 2.9326
H -3.4679 6.1010 1.7646
H -3.2874 6.3598 4.5844
C -3.7958 5.8549 -3.5235
O -3.1471 6.9066 -4.2803
H -4.7439 6.2069 -3.1023
H -4.0008 4.9751 -4.1374
H -3.0765 5.5098 -2.7838
H -3.6126 7.0577 -5.1093
C -7.0325 5.8340 4.5184
O -6.3971 6.6410 3.5866
H -6.8155 6.1561 5.5334
H -8.1419 5.9827 4.4061
H -6.8134 4.7670 4.3426
H -6.6569 6.3237 2.6857
*
```

=====

Formula: C19H42O14S5
Source: OMol25
Level of theory: ωB97M-V/def2-TZVPD

E_LUMO (spin up / spin down) = -2.6 / -7.6 eV
highest occupied orbital energy (spin up / spin down) = -11.15 / -11.12 eV
⟨S²⟩ = 0.76
gap between HOMO and LUMO (spin up / spin down) = 8.5595 / 3.4955 eV

ORCA input file:
```
! wB97M-V def2-TZVPD RIJCOSX def2/J DEFGRID3
* xyz 1 2
C -3.4878 -0.7174 2.8198
C -4.9191 -0.9009 2.3764
O -5.2188 0.4645 2.0908
C -4.1372 0.9236 1.5244
O -4.0421 1.7972 0.6654
O -3.0676 0.4371 2.1177
H -2.8874 -1.5583 2.4727
H -3.4318 -0.5001 3.8865
H -5.6225 -1.0933 3.1866
H -5.1831 -1.5803 1.5660
C 0.9020 -2.7661 3.6598
C 1.9772 -3.0995 4.7209
O 2.7382 -1.9239 4.6148
C 1.9883 -0.8934 4.1034
O 2.3143 0.3199 4.1076
O 0.8333 -1.3273 3.5935
H -0.0342 -3.2280 3.9731
H 1.1553 -3.1887 2.6875
H 2.5832 -3.9669 4.4590
H 1.5039 -3.2176 5.6956
C -3.1358 -3.6387 -0.9899
C -2.1438 -2.6039 -0.8013
O -1.5241 -2.9222 0.4171
C -2.3647 -3.6671 1.1665
O -2.0558 -4.1436 2.2692
O -3.3359 -4.0245 0.3479
H -2.6658 -4.4290 -1.5752
H -3.9989 -3.2015 -1.4919
H -2.6682 -1.6964 -0.5019
H -1.4686 -2.4924 -1.6496
C 2.5125 6.6368 3.9927
S 2.2455 6.2383 2.1598
O 3.6201 5.7970 1.6606
C 1.1959 4.6949 2.4237
H 1.5187 6.9423 4.3198
H 3.1417 7.5254 4.0449
H 3.0006 5.8240 4.5305
H 0.3034 4.8735 3.0233
H 1.5643 3.8720 3.0362
H 0.9129 4.2230 1.4828
C 4.5187 3.5536 -1.3735
S 3.3892 2.2872 -0.6629
O 3.6461 0.9542 -1.3688
C 4.0274 2.2236 1.0513
H 4.5281 4.5570 -0.9479
H 4.2349 3.6274 -2.4233
H 5.4954 3.0705 -1.3480
H 4.5820 3.1173 1.3372
H 4.6402 1.3447 1.2519
H 3.3233 2.1644 1.8813
C -2.9601 2.2332 -5.9882
S -3.7472 0.8301 -5.1013
O -3.3993 -0.3785 -5.9833
C -2.5822 0.8732 -3.6801
H -2.0667 1.8204 -6.4566
H -2.7559 3.0062 -5.2473
H -3.5463 2.7158 -6.7702
H -1.5645 1.0353 -4.0352
H -2.7454 -0.0427 -3.1123
H -2.6972 1.6291 -2.9032
C 0.1808 1.0510 1.0019
S 0.3184 0.3704 -0.7203
O -1.0495 -0.0005 -1.2473
C 1.2644 -1.0975 -0.2237
H 0.0849 0.2469 1.7316
H -0.6480 1.7586 1.0218
H 1.0745 1.6027 1.2938
H 0.8590 -1.6831 0.6015
H 2.1681 -0.8510 0.3336
H 1.6382 -1.7496 -1.0130
C 0.1332 -2.8462 -4.3498
S 1.6165 -3.3126 -3.4078
O 1.0991 -4.1160 -2.2048
C 2.1807 -4.5996 -4.6728
H -0.3655 -3.8110 -4.4425
H 0.3681 -2.5884 -5.3825
H -0.4313 -2.0778 -3.8216
H 3.1537 -5.0672 -4.5219
H 1.9841 -4.2519 -5.6869
H 1.4314 -5.3875 -4.5957
*
```

=====

Formula: CH3NS2
Source: OMol25
Level of theory: ωB97M-V/def2-TZVPD

E_LUMO = 0.5 eV
energy relative to the best compared isomer or geometry (same formula, charge and spin) = 68.8 kJ/mol
highest occupied orbital energy = -8.84 eV
gap between HOMO and LUMO = 9.3076 eV

ORCA input file:
```
! wB97M-V def2-TZVPD RIJCOSX def2/J DEFGRID3
* xyz 0 1
S -0.5909 2.0531 0.2373
C -0.0740 0.5633 0.4472
N -0.0951 -0.4237 -0.4711
S 0.6825 -1.9023 -0.2173
H 0.2747 0.1723 1.4244
H -0.3519 -0.2501 -1.4276
H -0.2792 -2.7496 0.2975
*
```

=====

Formula: C28H58Br8N6O4
Source: OMol25
Level of theory: ωB97M-V/def2-TZVPD

E_LUMO (spin up / spin down) = -2.8 / -8.0 eV
highest occupied orbital energy (spin up / spin down) = -11.09 / -11.09 eV
⟨S²⟩ = 0.78
gap between HOMO and LUMO (spin up / spin down) = 8.2948 / 3.0737 eV

ORCA input file:
```
! wB97M-V def2-TZVPD RIJCOSX def2/J DEFGRID3
* xyz 1 2
C 0.8353 0.2633 -0.8746
O 1.9979 0.7062 -1.0878
N -0.0074 0.7121 0.0264
C -1.2657 -0.0764 0.2771
C 0.2508 1.9566 0.7036
H 0.4629 -0.6137 -1.4264
H -2.1371 0.3989 -0.1731
H -1.5350 -0.1889 1.3273
H -1.1548 -1.1185 -0.0227
H 1.0718 2.5841 0.3565
H -0.6326 2.5950 0.7045
H 0.5334 1.7565 1.7371
C 4.9871 -0.8461 -0.1360
O 5.2159 -1.4669 0.9141
N 5.8729 -0.3083 -1.0073
C 5.3675 0.5513 -2.1252
C 7.2999 -0.4094 -0.7324
H 3.9887 -0.5967 -0.5274
H 4.2930 0.3686 -2.1387
H 5.6169 0.4403 -3.1804
H 5.5052 1.6133 -1.9222
H 7.6528 0.4033 -0.0974
H 7.5082 -1.3076 -0.1510
H 7.9179 -0.4613 -1.6287
C -5.2990 -1.6305 1.9333
O -4.0549 -1.5691 1.8283
N -5.8988 -1.5696 3.1605
C -7.3622 -1.6990 3.3438
C -5.1395 -1.1786 4.3422
H -6.0085 -1.8568 1.1224
H -7.9197 -1.1521 2.5835
H -7.4730 -1.4449 4.3980
H -7.5222 -2.7749 3.2726
H -5.4404 -1.8328 5.1604
H -4.1102 -1.4835 4.1533
H -5.2548 -0.1578 4.7067
C 3.5558 -3.2192 -4.8997
O 4.8141 -3.1851 -4.6999
N 2.5967 -3.0577 -3.9814
C 1.1360 -3.0434 -4.1735
C 2.9294 -2.5867 -2.6747
H 3.2061 -3.5190 -5.8998
H 0.7939 -3.4918 -5.1063
H 0.8065 -2.0182 -4.3426
H 0.6146 -3.4415 -3.3030
H 4.0062 -2.4711 -2.5511
H 2.5218 -1.5835 -2.5497
H 2.4832 -3.3374 -2.0224
C -3.4743 -5.6827 -3.3195
C -3.9619 -5.7081 -1.9210
C -3.7720 -4.3720 -1.2382
C -2.4405 -3.8571 -1.2585
N -1.3046 -3.4333 -1.2731
H -4.2687 -5.1816 -3.8727
H -3.4857 -6.5711 -3.9509
H -2.5140 -5.1671 -3.3253
H -3.5136 -6.5552 -1.4019
H -4.9846 -6.0659 -1.8017
H -4.1561 -4.3487 -0.2184
H -4.4156 -3.7289 -1.8385
C -0.6127 4.6946 -3.1830
C -0.7027 3.5369 -2.1520
C -1.6425 2.3799 -2.4230
C -3.1672 2.5367 -2.2581
N -4.3151 2.6291 -2.1496
H 0.1707 5.3958 -2.8955
H -1.5215 5.2699 -3.3593
H -0.3294 4.3237 -4.1680
H -1.0062 4.0040 -1.2151
H 0.2622 3.0828 -1.9267
H -1.2262 1.7183 -1.6633
H -1.5001 1.8729 -3.3774
Br -5.9996 4.2753 2.9710
C -4.7891 3.9332 1.4252
C -4.3230 2.4541 1.4289
Br -2.6652 2.3647 2.5276
H -3.9456 4.6193 1.3493
H -5.4215 4.1605 0.5670
H -4.0940 2.0958 0.4252
H -5.0884 1.8393 1.9026
Br 3.4218 -0.8210 4.9085
C 2.7091 -2.1322 3.5815
C 1.9385 -1.4659 2.5011
Br 0.9883 -2.6844 1.3518
H 2.1834 -2.9454 4.0820
H 3.5116 -2.6192 3.0273
H 2.5607 -0.9143 1.7963
H 1.1067 -0.8665 2.8710
Br 5.3283 3.9871 -2.2392
C 3.7211 4.0800 -1.0381
C 3.9784 3.2004 0.2368
Br 5.5267 4.0713 1.2719
H 2.8730 3.6809 -1.5945
H 3.4240 5.0816 -0.7271
H 4.4654 2.2832 -0.0944
H 3.0964 2.9270 0.8159
Br 3.6494 4.7202 5.2495
C 1.8860 3.8565 4.8534
C 2.0276 2.3875 5.2233
Br 0.3664 1.5640 4.5445
H 1.7254 3.9457 3.7790
H 1.2257 4.2812 5.6095
H 2.0660 2.3431 6.3117
H 2.8026 1.8722 4.6560
*
```

=====

Formula: C9H36O9
Source: OMol25
Level of theory: ωB97M-V/def2-TZVPD

E_LUMO = 0.2 eV
energy relative to the best compared isomer or geometry (same formula, charge and spin) = 496.3 kJ/mol
highest occupied orbital energy = -9.73 eV
gap between HOMO and LUMO = 9.9135 eV

ORCA input file:
```
! wB97M-V def2-TZVPD RIJCOSX def2/J DEFGRID3
* xyz 0 1
C 1.1290 -2.6655 3.7535
O 1.1049 -1.8448 2.5925
H 0.2778 -2.4747 4.4167
H 1.1064 -3.7340 3.5049
H 2.0283 -2.4367 4.3180
H 0.1953 -1.8047 2.2767
C 3.6528 -3.8282 1.1864
O 2.9194 -2.7530 0.6527
H 4.0839 -4.4026 0.3801
H 4.4196 -3.4781 1.8878
H 2.9958 -4.4869 1.7765
H 2.2891 -2.3283 1.2810
C -0.8128 -0.0780 0.5388
O 0.1549 0.9498 0.6504
H -1.5674 0.1666 -0.2057
H -0.2668 -1.0123 0.3805
H -1.3040 -0.1063 1.5163
H 0.5976 1.0960 -0.2098
C 2.3713 -0.9528 -2.2471
O 3.3947 -0.7441 -1.2722
H 2.4953 -1.7604 -2.9770
H 1.3952 -0.9920 -1.7518
H 2.3495 -0.0536 -2.8817
H 3.2478 -1.4224 -0.5672
C 0.0780 3.3392 3.0298
O 0.3052 1.9483 3.3145
H 0.1833 3.9261 3.9312
H 0.7688 3.6987 2.2484
H -0.9311 3.5042 2.6064
H 0.4025 1.5035 2.4531
C -2.1687 3.6548 -0.7282
O -3.3513 4.4381 -1.0635
H -2.5461 2.8817 -0.0647
H -1.5820 3.3164 -1.5792
H -1.5606 4.3260 -0.0978
H -3.1035 5.0985 -1.7178
C -4.8540 1.3139 -2.1011
O -5.3722 0.6135 -3.2026
H -3.8457 1.0723 -1.7722
H -5.0332 2.3604 -2.3126
H -5.5190 1.1145 -1.2405
H -5.5389 -0.2938 -2.9372
C -2.0331 -4.1826 -2.1540
O -2.1434 -2.7693 -1.8953
H -1.1441 -4.5987 -1.6508
H -2.8829 -4.7094 -1.7060
H -1.9185 -4.3328 -3.2128
H -2.2023 -2.6342 -0.9502
C 3.0683 3.0802 -0.8858
O 2.2680 2.1267 -1.5140
H 3.9268 3.3362 -1.4924
H 2.4312 3.9557 -0.7487
H 3.3019 2.7593 0.1361
H 2.7388 1.2997 -1.6919
*
```

=====

| no. | E_tot (a.u.) |
| --- | --- |
| 1 | -718.09256 |
| 2 | -5003.97409 |
| 3 | -4901.71187 |
| 4 | -1345.36923 |
| 5 | -3792.90334 |
| 6 | -891.00209 |
| 7 | -22322.86464 |
| 8 | -1041.48176 |